[1]
The following is a quantum chemistry calculation of C19H26GaIN6 as an isolated structure, from OMol25.

total charge: +2
DFT total energy: -3290.1232 Eh
2S+1: 1
Kohn-Sham gap: 0.300 hartree

The geometry in XYZ format:
```
53
C19H26GaIN6 ωB97M-V/def2-TZVPD
Ga 1.04 0.39 0.75
C -0.88 2.53 1.80
N 0.23 1.59 2.03
C 0.60 1.22 3.24
C 1.53 0.18 3.37
C 2.17 -0.44 4.45
C 2.98 -1.44 3.91
C 2.82 -1.41 2.54
N 1.95 -0.44 2.19
C -2.05 1.77 1.22
C -2.33 1.88 -0.14
C -3.37 1.14 -0.70
C -4.11 0.27 0.10
C -3.83 0.16 1.46
C -2.80 0.91 2.01
H -0.56 3.29 1.09
H -1.12 3.02 2.74
H 0.20 1.73 4.11
H 2.06 -0.17 5.49
H 3.62 -2.12 4.46
H 3.30 -2.04 1.80
H -1.79 2.59 -0.75
H -3.63 1.26 -1.74
H -4.93 -0.29 -0.33
H -4.42 -0.49 2.08
H -2.60 0.83 3.08
C 0.17 -3.10 -2.01
C -0.68 -1.88 -2.37
C -0.49 -1.53 -3.84
C -2.15 -2.11 -2.05
N -0.12 -0.69 -1.65
N -0.22 -0.81 -0.21
H -0.10 -3.93 -2.67
H -0.02 -3.47 -0.99
H 1.23 -2.89 -2.14
H -0.90 -2.33 -4.47
H 0.56 -1.41 -4.09
H -1.02 -0.61 -4.10
H -2.51 -2.98 -2.61
H -2.75 -1.25 -2.34
H -2.32 -2.33 -0.99
H -0.67 0.13 -1.89
H 0.06 -1.77 0.01
H -1.18 -0.71 0.13
I 4.50 1.97 -3.99
C 3.57 1.90 -2.16
C 3.83 2.69 -1.05
N 2.98 2.32 -0.08
N 2.17 1.33 -0.51
C 2.53 1.07 -1.78
H 4.55 3.48 -0.89
H 2.90 2.70 0.85
H 2.01 0.30 -2.33
```

=====

[2]
The following is a quantum chemistry calculation of C19H26MoN6O8S4 as an isolated structure, from OMol25.

total charge: 0
expectation value of S²: 2.02
DFT total energy: -3330.9366 Eh
2S+1: 3
Kohn-Sham gap (alpha / beta): 0.231 / 0.244 hartree
energy relative to the best compared isomer or geometry (same formula, charge and spin): 0.000 eV

The geometry in XYZ format:
```
64
C19H26MoN6O8S4 ωB97M-V/def2-TZVPD
Mo 1.13 0.56 -1.94
O -1.93 -4.23 2.06
S -1.00 -3.31 3.05
O 0.30 -4.01 3.16
O -1.76 -3.40 4.36
O -0.99 -2.01 2.38
N 0.64 1.92 -0.51
C 0.24 1.58 0.87
C 1.55 1.13 1.66
C 1.76 1.55 3.12
C 1.16 0.76 4.30
N -0.29 0.71 4.24
C -0.95 -0.42 4.60
N -2.29 -0.49 4.48
N -0.32 -1.45 5.17
C -0.58 2.73 1.58
O -1.61 2.28 2.18
O -0.18 3.90 1.44
H 1.51 2.49 -0.38
H 0.03 2.72 -0.78
H -0.34 0.62 0.76
H 2.41 1.50 1.16
H 1.62 0.05 1.58
H 1.35 2.54 3.20
H 2.86 1.73 3.27
H 1.50 1.20 5.27
H 1.62 -0.28 4.31
H -0.80 1.24 3.55
H -2.66 0.27 3.92
H -2.70 -1.41 4.45
H 0.69 -1.55 5.18
H -0.82 -2.36 5.12
O 1.21 3.78 -5.17
S 0.72 3.36 -3.87
O 1.32 3.88 -2.63
N 0.82 1.65 -3.72
C -0.39 1.07 -3.97
S -0.48 -0.57 -3.56
C -1.50 2.07 -4.09
C -2.89 1.94 -4.22
C -3.76 2.93 -3.80
C -3.26 4.14 -3.39
C -1.89 4.42 -3.48
C -1.05 3.38 -3.80
H -3.26 1.07 -4.74
H -4.80 2.73 -3.68
H -3.98 4.81 -2.84
H -1.43 5.38 -3.28
C 3.14 0.51 -2.43
H 3.75 0.27 -1.53
H 3.50 1.47 -2.79
H 3.30 -0.26 -3.19
S 1.38 -1.52 -1.03
C 0.91 -3.20 -1.47
N 0.24 -3.88 -0.54
C 0.29 -5.23 -0.45
C 0.96 -5.91 -1.44
C 1.57 -5.22 -2.50
C 1.37 -3.86 -2.63
H -1.65 -4.04 1.10
H -0.16 -5.65 0.49
H 0.94 -6.98 -1.45
H 2.13 -5.78 -3.24
H 1.79 -3.32 -3.47
```

=====

[3]
The following is a quantum chemistry calculation of one molecule with the formula C19H26N4O3, from OMol25.

total charge: 0
SMILES: CO[C@]1(C(=O)NC[C@H](C)C(C)C)CCN(C(=O)c2cncc(C#N)c2)C1
DFT total energy: -1184.3739 Eh
2S+1: 1
Kohn-Sham gap: 0.351 hartree
energy relative to the best compared isomer or geometry (same formula, charge and spin): 2.107 eV

The geometry in XYZ format:
```
52
C19H26N4O3 ωB97M-V/def2-TZVPD
C -2.27 -1.16 -0.20
O -0.87 -0.93 -0.20
C -0.40 0.18 0.55
C 1.11 0.29 0.31
O 1.75 1.18 0.85
N 1.65 -0.64 -0.49
C 3.08 -0.66 -0.75
C 3.90 -1.32 0.37
C 5.29 -0.68 0.40
C 3.99 -2.85 0.23
C 2.63 -3.51 -0.01
C 4.64 -3.49 1.46
C -0.70 0.07 2.06
C -1.97 0.89 2.31
N -2.22 1.60 1.06
C -3.50 1.90 0.72
O -4.45 1.65 1.44
C -3.73 2.59 -0.60
C -2.93 3.62 -1.08
N -3.17 4.28 -2.21
C -4.23 3.93 -2.92
C -5.11 2.92 -2.52
C -6.24 2.59 -3.33
N -7.15 2.33 -3.99
C -4.86 2.25 -1.32
C -1.08 1.50 0.16
H -2.42 -2.12 -0.69
H -2.68 -1.22 0.81
H -2.81 -0.40 -0.77
H 1.03 -1.34 -0.86
H 3.25 -1.18 -1.70
H 3.40 0.37 -0.87
H 3.39 -1.09 1.31
H 5.82 -0.86 -0.53
H 5.20 0.40 0.54
H 5.90 -1.07 1.22
H 4.62 -3.06 -0.64
H 1.92 -3.26 0.78
H 2.19 -3.22 -0.97
H 2.73 -4.60 -0.04
H 4.05 -3.27 2.35
H 4.68 -4.58 1.35
H 5.65 -3.14 1.62
H -0.81 -0.98 2.33
H 0.15 0.48 2.60
H -2.84 0.29 2.56
H -1.83 1.61 3.13
H -2.06 3.94 -0.51
H -4.41 4.46 -3.84
H -5.53 1.49 -0.95
H -0.37 2.32 0.33
H -1.38 1.50 -0.89
```

=====

[4]
The following is a quantum chemistry calculation of C19H26N4O3 as an isolated structure, from OMol25.

total charge: 0
DFT total energy: -1183.6178 Eh
2S+1: 1
Kohn-Sham gap: 0.301 hartree
energy relative to the best compared isomer or geometry (same formula, charge and spin): 22.683 eV

The geometry in XYZ format:
```
52
C19H26N4O3 ωB97M-V/def2-TZVPD
C -1.44 -3.08 -0.36
C -1.79 -1.69 -0.28
C -1.11 -0.45 0.02
N 0.10 -0.27 0.37
C 1.10 -1.19 0.63
O 1.02 -2.31 0.89
C 2.22 -0.31 1.32
N 2.50 0.88 0.04
H 2.25 0.54 -0.86
C 3.88 1.43 0.15
C 4.66 1.26 -1.02
H 4.09 1.44 -2.07
C 5.14 -0.60 -1.14
H 5.42 -0.64 -2.00
C 6.33 -0.43 -0.25
H 5.98 -0.58 1.05
C 6.96 0.84 -0.29
H 7.78 0.93 -0.88
O 6.05 1.87 -1.09
H 7.14 1.54 0.73
H 7.01 -1.19 -0.47
H 4.21 -0.98 -0.52
H 4.36 1.34 1.14
H 3.66 2.61 0.29
C 2.06 0.61 2.29
H 1.32 1.17 2.48
H 2.96 0.79 2.87
H 1.87 -0.17 3.23
H 3.07 -0.93 1.35
H 0.22 0.73 0.52
C -2.19 0.68 -0.05
O -2.01 1.72 0.10
N -3.38 0.05 -0.34
C -4.69 0.49 -0.21
C -5.75 -0.13 0.42
C -6.90 0.76 0.60
C -7.10 1.87 -0.03
C -6.07 2.57 -0.17
C -4.86 1.98 -0.59
H -4.13 2.59 -0.95
H -6.12 3.49 -0.60
H -8.22 2.41 0.50
H -7.85 -0.02 1.06
H -5.61 -1.21 0.80
N -3.39 -1.31 -0.52
C -3.91 -2.11 -1.47
H -3.53 -2.07 -2.41
H -4.93 -1.75 -1.46
H -4.14 -3.01 -1.30
H -0.62 -3.12 0.02
H -1.45 -3.31 -1.55
H -2.14 -3.72 0.02
```

=====

[5]
The following is a quantum chemistry calculation of C19H26N8O4OsPSe as an isolated structure, from OMol25.

total charge: +3
expectation value of S²: 6.02
DFT total energy: -4311.0533 Eh
2S+1: 5
Kohn-Sham gap (alpha / beta): 0.236 / 0.187 hartree
energy relative to the best compared isomer or geometry (same formula, charge and spin): 2.239 eV

The geometry in XYZ format:
```
60
C19H26N8O4OsPSe ωB97M-V/def2-TZVPD
Os -0.42 -0.20 0.07
N -3.61 -2.48 2.11
C -2.34 -2.12 2.27
N -2.03 -1.27 1.30
C -3.18 -1.18 0.57
N -4.17 -1.88 1.03
C -3.24 -0.32 -0.61
C -4.37 -0.13 -1.39
N -4.36 0.66 -2.46
C -3.23 1.28 -2.77
C -2.07 1.13 -2.02
N -2.11 0.32 -0.95
H -4.16 -3.09 2.69
H -1.70 -2.46 3.07
H -5.30 -0.62 -1.12
H -3.22 1.92 -3.65
H -1.15 1.64 -2.27
Se -3.58 3.07 2.45
N -2.25 3.77 3.32
C -1.16 3.12 2.94
C 0.14 3.40 3.41
C 1.18 2.65 2.91
C 0.92 1.65 1.98
N -0.29 1.33 1.50
C -1.38 2.07 1.97
N -2.60 1.88 1.57
H 0.31 4.18 4.15
H 2.20 2.82 3.22
H 1.76 1.08 1.59
C 2.88 -3.49 0.76
C 2.18 -2.15 0.90
C 1.95 -1.79 2.36
C 2.85 -1.05 0.12
O 0.73 -2.25 0.38
P 0.34 -2.60 -1.17
O 1.30 -3.36 -1.98
O 0.02 -1.11 -1.59
O -1.04 -3.31 -0.98
C -1.61 -4.25 -1.96
C -0.74 -5.52 -1.90
C -1.62 -3.61 -3.33
C -3.01 -4.59 -1.43
H 3.85 -3.40 1.25
H 3.05 -3.78 -0.27
H 2.32 -4.28 1.26
H 2.92 -1.62 2.83
H 1.45 -2.60 2.88
H 1.35 -0.88 2.46
H 3.81 -0.81 0.57
H 2.24 -0.12 0.14
H 3.02 -1.31 -0.92
H 0.29 -5.24 -2.21
H -1.14 -6.26 -2.59
H -0.71 -5.94 -0.89
H -0.61 -3.35 -3.66
H -2.24 -2.70 -3.32
H -2.04 -4.31 -4.05
H -2.95 -5.01 -0.43
H -3.46 -5.32 -2.09
H -3.63 -3.69 -1.43
```